This record from the Open Molecules 2025 dataset describes a molecular structure, C42H38ClFN5O3PSTa. The level of theory is ωB97M-V/def2-TZVPD.

Geometry as XYZ:
```
93
Properties=species:S:1:pos:R:3:forces:R:3
Ta -0.693259 1.066703 0.263561 0.1687 -0.8033 -0.0621
C 2.505377 5.428494 3.265042 0.0174 -0.0158 -0.0955
C 1.592757 4.292683 3.530036 0.3448 0.2394 -0.2294
N 0.769640 4.193867 4.517389 -0.1596 -0.2193 0.2111
N 0.176039 2.983035 4.324601 -0.5336 0.1422 0.4002
C 0.587162 2.340020 3.245603 0.2845 -0.0947 -0.0817
S 0.024124 0.791986 2.762519 0.1576 0.0347 -0.1582
N 1.526429 3.170227 2.733015 -0.0241 -0.2226 0.0238
N 2.291068 2.856001 1.624749 -0.2296 0.1437 -0.0715
H 2.324102 6.208756 3.998958 -0.0112 -0.0167 -0.0056
H 2.334565 5.825735 2.262768 0.0156 0.0202 0.0417
H 3.549620 5.116780 3.333102 -0.0324 0.0060 0.0105
H -0.543459 2.668642 4.957794 -0.0074 -0.0032 -0.0573
H 3.266665 3.054148 1.803470 0.0876 -0.0002 -0.0380
H 1.939770 3.366358 0.819627 0.1408 -0.0553 0.0747
C 5.690121 2.648124 -0.161615 0.0231 0.0262 0.0106
C 4.667828 3.111011 -0.979189 0.0011 0.0346 -0.0046
C 3.505419 2.365097 -1.131194 -0.0208 0.1205 -0.1549
C 3.361590 1.149706 -0.470745 0.1276 -0.2272 0.2607
C 4.398957 0.678707 0.340597 -0.0964 0.1277 -0.1997
C 5.556251 1.428616 0.492405 -0.0075 -0.0012 -0.0102
P 1.782841 0.244897 -0.571576 0.0505 0.1606 -0.0217
C 2.234748 -1.490547 -0.480401 0.0488 -0.0035 0.0175
C 2.661900 -2.194754 -1.601812 0.0729 -0.0015 -0.1466
C 3.139727 -3.488131 -1.462393 -0.0242 -0.0588 -0.0251
C 3.192829 -4.078042 -0.205138 -0.0282 -0.0611 -0.0089
C 2.737952 -3.388281 0.909755 0.0395 -0.0490 0.0351
C 2.253633 -2.096005 0.771775 0.0027 -0.0738 0.0829
C 1.103301 0.707487 -2.152026 -0.2545 0.0470 -0.3910
C 1.651994 0.706131 -3.435659 -0.0669 -0.0015 0.0021
C 0.912457 1.258501 -4.466699 -0.1026 0.0359 0.0687
C -0.343912 1.821909 -4.214647 0.0957 -0.0273 -0.1052
C -0.879362 1.824968 -2.938823 -0.0310 0.0801 -0.0483
C -0.159174 1.253908 -1.884010 -0.0271 -0.0207 0.4487
H 6.599054 3.226929 -0.046852 -0.0462 -0.0284 -0.0164
H 4.779114 4.048420 -1.511714 -0.0096 -0.0420 0.0297
H 2.714991 2.729763 -1.782927 0.0839 -0.0225 0.0926
H 4.305205 -0.275744 0.839701 -0.0057 -0.0426 0.0452
H 6.363990 1.058767 1.111467 -0.0341 -0.0159 -0.0032
H 2.631196 -1.736262 -2.585504 -0.0020 -0.0501 0.1160
H 3.471938 -4.037800 -2.336274 -0.0132 0.0430 0.0693
H 3.572743 -5.087205 -0.094951 -0.0212 0.0474 -0.0059
H 2.758544 -3.861105 1.885391 -0.0042 0.0470 -0.0835
H 1.888956 -1.558246 1.639881 -0.0008 0.0269 0.0154
H 2.642594 0.310161 -3.628750 -0.0247 0.0170 0.0369
H 1.316779 1.269615 -5.470571 -0.0241 0.0106 -0.0064
H -0.903320 2.266916 -5.030536 0.0541 -0.0332 0.0402
H -1.853995 2.271487 -2.772019 0.0784 -0.0194 -0.0327
F -0.196571 2.872500 0.607407 0.0924 0.3082 -0.0392
C -0.464794 -5.030311 -2.497434 0.0067 0.0240 -0.0824
C -0.202143 -5.247736 -1.038637 0.0732 -0.0379 0.1329
C 0.646595 -6.244669 -0.589290 0.0665 -0.0082 -0.1826
C 0.894053 -6.413117 0.764343 0.0523 -0.0556 0.0440
Cl 2.011891 -7.643091 1.276597 -0.0107 0.0098 0.0027
C 0.295466 -5.598893 1.699319 -0.0075 -0.0083 0.1053
C -0.569169 -4.596930 1.273057 -0.0440 0.0986 -0.0681
C -0.816023 -4.431895 -0.083006 -0.0060 -0.0538 -0.0222
O -1.686246 -3.502417 -0.596004 0.1903 -0.0127 0.0304
C -2.443076 -2.781581 0.329015 -0.0006 0.0778 0.0037
C -1.747177 -1.598490 0.979808 0.3348 0.5395 -0.4867
O -2.095347 -1.179110 2.054795 -0.0799 -0.1566 0.1572
O -0.816844 -0.955066 0.244218 -0.4410 -0.0199 0.5623
H 0.099646 -5.742348 -3.099151 -0.0265 0.0264 0.0185
H -0.179465 -4.017239 -2.794634 -0.0153 -0.0474 0.0176
H -1.525686 -5.143439 -2.727178 0.0165 0.0044 0.0016
H 1.133154 -6.896790 -1.306913 -0.0304 0.0412 0.0568
H 0.497414 -5.738383 2.754354 -0.0166 0.0145 -0.0657
H -1.033897 -3.957305 2.013490 0.0528 -0.0615 -0.0214
H -2.838876 -3.406441 1.127998 -0.0698 -0.0628 0.0133
H -3.284380 -2.374089 -0.232312 -0.0784 0.1004 0.0466
C -4.655869 2.476859 3.473150 -0.0672 -0.0537 0.0368
C -5.003659 1.294465 2.819611 0.0074 -0.0064 -0.0101
C -4.336292 0.907923 1.674247 0.0339 0.0621 0.1489
C -3.317913 1.715093 1.166128 0.1148 -0.0574 -0.2949
C -2.984351 2.907356 1.793078 -0.1359 0.0118 0.1016
C -3.654141 3.278534 2.960005 0.1108 0.0471 -0.0830
N -2.616539 1.275851 -0.029499 -0.2122 0.2183 -0.2184
C -3.431134 1.005311 -1.177453 0.0849 -0.1500 0.1053
C -4.439442 1.895179 -1.537020 -0.0220 -0.0666 0.0596
C -5.186746 1.657712 -2.678538 -0.0537 0.0041 -0.0582
C -4.935191 0.540665 -3.468960 -0.0276 0.0493 -0.0126
C -3.926961 -0.339802 -3.109857 0.0723 0.0032 0.1183
C -3.172264 -0.113432 -1.962861 -0.1428 0.0119 -0.1645
H -5.182466 2.772409 4.372800 0.0258 -0.0182 -0.0526
H -5.795848 0.667783 3.210450 0.0319 0.0448 0.0048
H -4.594861 -0.014421 1.170582 0.0239 0.0185 -0.0106
H -2.234052 3.556520 1.365238 0.0060 0.0086 -0.0227
H -3.401752 4.215936 3.443722 -0.0181 -0.0608 -0.0256
H -4.636378 2.764435 -0.920458 0.0141 -0.0311 -0.0162
H -5.971417 2.353354 -2.952054 0.0403 -0.0486 -0.0045
H -5.522950 0.360246 -4.360565 0.0206 0.0206 0.0465
H -3.716858 -1.210067 -3.720302 -0.0174 0.0385 0.0261
H -2.368958 -0.793478 -1.708462 -0.0002 0.0340 0.0312
```
Positions in Å, forces in eV/Å.

Values from the calculation:
* spin multiplicity: 1
* E_tot: -94677.7968 eV
* frontier orbital gap: 7.20 eV
* relative energy (zero: lowest compared OMol25 entry of this formula, charge and spin): 42.65 kJ/mol
* net charge: +1
* LUMO energy: -0.1151 hartree